Entry a
Computed, not measured: 2 unconnected molecules or ions with the total composition C2H6OS2, with ωB97M-V with the def2-TZVPD basis set.

```
11
Properties=species:S:1:pos:R:3
S -1.821 1.083 -0.806
S -2.631 -0.717 -0.238
O 1.059 0.079 -1.504
C 1.014 -0.442 -0.430
C 1.511 0.200 0.849
H -1.633 0.555 -2.060
H 0.651 0.675 1.329
H -2.904 -0.344 1.048
H 2.274 0.922 0.573
H 1.885 -0.556 1.534
H 0.595 -1.457 -0.295
```

As for the charge: +1. Its molecular weight is 110.203 g mol⁻¹. Its spin multiplicity is 2. For the HOMO energy (spin up / spin down), the calculation gives -0.5067 / -0.5054 Eh. The HOMO-LUMO gap (spin up / spin down) comes out at 8.05 / 4.96 eV. As for the expectation value of S²: 0.755.

Mulliken population analysis, charges in e, atoms 1 to 8:
1. S 0.1482
2. S 0.1445
3. O -0.4497
4. C -0.0182
5. C -0.7069
6. H 0.3336
7. H 0.2090
8. H 0.3028

***

Entry b
Computed, not measured: 2 unconnected molecules or ions with the total composition C2H6OS2, with ωB97M-V with the def2-TZVPD basis set.

```
11
Properties=species:S:1:pos:R:3
S 1.412 1.240 -1.076
S -0.382 0.284 -1.409
O 0.576 -1.079 1.988
C -1.455 1.224 -0.316
C 0.828 -1.738 1.029
H -2.454 0.880 -0.594
H 2.263 0.195 -1.077
H -1.352 0.799 0.689
H 1.845 -1.761 0.599
H 0.042 -2.342 0.533
H -1.324 2.299 -0.365
```

As for the charge: +1. Its molecular weight is 110.203 g mol⁻¹. Its spin multiplicity is 2. For the HOMO energy (spin up / spin down), the calculation gives -0.5144 / -0.5138 Eh. The HOMO-LUMO gap (spin up / spin down) comes out at 8.73 / 5.36 eV. As for the expectation value of S²: 0.755.

Mulliken population analysis, charges in e, atoms 1 to 8:
1. S 0.1026
2. S 0.2740
3. O -0.3360
4. C -0.7057
5. C -0.2982
6. H 0.3267
7. H 0.2655
8. H 0.3309

***

Which of them is least stable? Easy: entry b.

***

Entry a
Computed, not measured: 12 unconnected molecules or ions with the total composition C40H111N7O18, with ωB97M-V with the def2-TZVPD basis set.

```
176
Properties=species:S:1:pos:R:3
O -2.282 -0.011 4.614
O 1.208 -4.016 -1.657
O -3.070 0.699 -3.731
O -3.423 5.328 0.642
O -4.545 1.603 4.523
O 4.570 -3.186 2.037
O -0.155 1.814 0.172
O 2.756 -1.155 -5.796
O -0.540 -0.591 -2.788
O -1.705 -5.321 3.009
O 3.496 3.224 5.312
O 4.451 5.448 0.081
O 4.498 0.291 0.499
O 1.764 3.049 3.107
O -5.630 -3.983 -0.248
O -0.052 1.914 -4.593
O -0.320 -1.426 1.793
O 1.952 -2.583 2.874
N 5.896 -1.901 -2.064
N 1.937 5.949 1.149
N -1.652 -5.501 5.889
N 3.295 -3.032 -3.401
N -2.554 -3.104 -2.127
N -0.396 4.667 2.606
N -5.480 -0.402 -2.847
C -4.182 6.397 0.164
C 4.388 -2.038 2.874
C 6.476 0.495 -1.998
C -0.788 -4.552 3.776
C 5.708 5.618 -0.549
C -3.436 -3.289 -0.963
C -3.523 -0.532 4.113
C 0.887 5.165 -0.976
C -3.419 -1.996 -0.131
C -2.575 3.626 2.867
C -0.718 0.564 0.520
C -4.384 0.567 3.547
C -1.288 -4.249 5.187
C -3.003 1.346 -2.475
C -4.788 -3.776 -1.358
C 1.554 2.260 4.243
C 0.484 0.584 -4.666
C 3.989 -1.532 -5.206
C -6.976 -4.118 -0.558
C -5.372 -0.078 -4.269
C 2.844 1.978 4.966
C 3.229 -4.417 -2.937
C 2.468 -4.665 -1.642
C 3.428 1.122 0.904
C -4.277 0.982 -4.417
C -0.115 -0.003 1.798
C 2.831 -0.772 -7.164
C -2.195 5.623 1.302
C 3.924 -2.973 -4.706
C -6.718 0.332 -4.850
C -0.347 -3.436 6.033
C 0.660 -0.059 -3.317
C 3.369 5.419 -0.834
C 2.109 5.080 -0.064
C 1.163 -2.870 -0.824
C 3.122 -2.243 3.644
C -1.633 4.323 1.876
C 5.806 -0.658 -1.258
C 4.397 -0.339 -0.745
C -2.757 -4.508 2.513
H -3.965 -1.113 4.925
H 5.433 -3.131 1.619
H -0.043 4.911 -0.461
H 1.136 1.264 4.008
H -6.729 0.181 -5.933
H -3.070 2.440 -2.613
H 2.414 -2.547 -3.323
H 1.791 -2.069 -1.224
H 7.516 0.190 -2.139
H 3.309 -3.519 -5.445
H -0.775 2.530 0.080
H -2.323 6.319 2.143
H 2.225 4.061 0.313
H 5.777 6.585 -1.055
H 4.083 -0.897 -4.319
H -5.122 5.980 -0.188
H -3.901 -2.197 0.829
H 1.522 -0.743 -3.345
H 3.088 0.300 -7.159
H 2.718 -4.987 -3.731
H -1.778 0.757 0.731
H -3.570 3.634 2.423
H 3.000 -4.454 -0.712
H -2.248 -3.741 5.010
H 4.878 -3.500 -4.741
H -0.191 -2.483 5.521
H 6.421 5.691 0.276
H 0.746 6.207 -1.274
H -1.618 6.040 0.469
H -0.291 0.024 -5.213
H 2.249 6.845 0.783
H 3.660 -1.240 -7.696
H -1.077 -0.884 -3.536
H -0.912 1.787 -4.168
H -6.152 -1.094 -2.542
H -4.599 -0.802 -2.534
H -2.440 -3.820 1.725
H 3.516 2.125 0.485
H 0.103 -5.191 3.778
H -4.014 -1.242 -0.657
H -4.695 1.970 -4.208
H -2.628 4.163 3.814
H 3.195 -3.069 4.359
H 5.948 4.729 -1.135
H -5.263 2.176 4.245
H -5.110 -1.051 -4.713
H -3.990 0.854 2.569
H -1.635 -2.751 -1.892
H 3.817 0.244 -1.480
H 0.573 -3.990 6.219
H -4.391 7.119 0.968
H 2.874 -1.352 4.226
H -4.636 -4.771 -1.815
H 2.310 -2.953 2.052
H 4.046 3.400 4.546
H -2.195 -6.085 5.259
H 0.961 0.156 1.916
H -0.784 -3.222 7.010
H 2.457 0.660 0.709
H -0.760 5.159 3.423
H -3.694 6.983 -0.627
H -5.397 0.154 3.467
H 6.026 0.724 -2.962
H -1.985 1.339 -2.073
H -0.697 -0.175 -0.284
H 2.679 1.276 5.786
H 0.803 2.730 4.889
H -3.703 1.080 -1.687
H 2.632 5.547 1.772
H 0.479 -1.749 2.246
H 6.585 1.380 -1.366
H -1.403 3.651 1.063
H -7.164 -4.866 -1.338
H -2.422 0.912 4.856
H 4.262 -4.778 -2.914
H 1.404 0.511 -5.232
H 4.923 -2.032 -2.365
H -7.510 -3.193 -0.823
H -5.229 -3.218 -2.193
H -2.148 2.634 3.006
H -3.197 -3.878 3.293
H 0.953 3.594 2.916
H 4.472 -1.100 2.315
H 2.301 -5.745 -1.712
H -7.445 -0.430 -4.557
H -2.382 -4.056 -2.449
H 3.586 1.483 4.328
H 1.389 -3.200 0.196
H -0.467 -3.648 3.250
H -7.518 -4.455 0.329
H 1.022 0.642 -2.553
H -6.983 1.344 -4.556
H 5.995 -2.653 -1.384
H 3.544 4.597 -1.546
H -2.917 -4.047 -0.360
H 4.867 -1.374 -5.835
H 0.146 -2.484 -0.762
H 1.858 -0.846 -7.639
H -4.011 0.977 -5.480
H -2.296 -5.235 6.627
H 5.261 -1.983 3.538
H 0.156 5.412 2.166
H -2.478 -1.506 0.112
H 3.805 -1.268 -0.725
H -0.620 0.409 2.680
H 3.345 6.361 -1.399
H 3.478 1.172 1.993
H 0.889 4.435 -1.787
H 6.364 -0.807 -0.327
H -3.534 -5.191 2.172
H -3.249 -1.190 3.284
```

Its molecular weight is 978.359 g mol⁻¹. The SMILES is COC[C@H](C)N.COC[C@H](C)N.COC[C@H](C)N.COC[C@H](C)N.COC[C@H](C)N.COC[C@H](C)N.COCCNCCOC.OCCO.OCCO.OCCO.OCCO.OCCO. For the HOMO energy, the calculation gives -0.3201 Eh. The HOMO-LUMO gap comes out at 9.25 eV.

Mulliken population analysis, charges in e, atoms 1 to 8:
1. O -0.5587
2. O -0.5087
3. O 0.0573
4. O -0.2651
5. O -0.5721
6. O -0.5588
7. O -0.0136
8. O -0.2236

***

Entry b
Computed, not measured: 12 unconnected molecules or ions with the total composition C40H111N7O18, with ωB97M-V with the def2-TZVPD basis set.

```
176
Properties=species:S:1:pos:R:3
O 20.283 -14.692 -19.974
O 13.127 -21.642 -7.480
O 22.750 -19.628 -5.356
O 32.978 -13.156 -6.328
O 15.910 -6.765 -8.449
O 22.744 -13.364 -8.859
O 21.521 -6.661 -14.814
O 26.660 -4.844 -1.806
O 18.969 -12.154 -0.425
O 17.690 -12.346 -19.744
O 25.909 -14.433 -17.742
O 32.037 -21.132 -13.221
O 26.024 -11.550 -17.017
O 33.251 -15.774 -5.431
O 18.300 -7.940 -15.667
O 10.902 -21.557 -11.784
O 16.915 -6.129 -4.962
O 30.755 -4.145 -11.737
N 23.005 -15.822 -11.655
N 13.041 -20.297 -10.399
N 15.773 -12.249 -2.158
N 29.453 -19.118 -11.561
N 29.171 -4.815 -1.116
N 23.370 -18.303 -1.799
N 33.942 -3.840 -9.731
C 23.850 -20.524 -5.740
C 14.019 -20.715 -8.062
C 16.746 -6.379 -7.401
C 28.729 -5.926 -1.873
C 31.397 -22.287 -13.829
C 32.036 -13.710 -5.511
C 23.383 -14.163 -9.816
C 27.064 -13.651 -18.013
C 19.147 -14.147 -19.449
C 19.404 -7.110 -15.903
C 17.766 -11.682 -0.901
C 16.036 -6.397 -6.005
C 27.114 -12.472 -16.959
C 14.027 -21.097 -9.602
C 32.340 -2.021 -10.103
C 21.635 -20.007 -2.363
C 18.891 -12.889 -20.185
C 21.166 -15.157 -10.273
C 17.948 -12.904 -3.102
C 31.277 -20.677 -12.141
C 29.814 -4.550 -10.707
C 22.996 -18.697 -4.255
C 22.989 -19.355 -2.760
C 25.288 -4.856 -1.431
C 32.076 -4.341 -11.291
C 32.504 -3.560 -10.021
C 13.116 -20.784 -11.848
C 17.122 -12.718 -1.882
C 9.683 -21.663 -12.371
C 29.605 -7.160 -1.578
C 19.766 -11.227 0.174
C 27.228 -6.108 -1.487
C 23.536 -12.277 -8.268
C 11.762 -20.759 -12.542
C 30.615 -19.302 -12.451
C 12.313 -21.296 -6.364
C 31.991 -15.162 -5.651
C 22.456 -14.712 -10.943
C 20.349 -7.256 -14.654
C 31.729 -18.259 -12.306
H 25.402 -14.580 -18.543
H 22.182 -17.973 -4.261
H 25.282 -12.153 -16.933
H 21.804 -20.628 -1.483
H 30.598 -21.428 -11.736
H 23.987 -20.992 -4.766
H 16.467 -7.181 -9.110
H 18.087 -10.777 -1.417
H 24.507 -5.614 -1.500
H 17.529 -7.136 -7.338
H 22.629 -16.615 -11.154
H 20.479 -15.761 -10.866
H 29.905 -5.627 -10.845
H 25.218 -4.542 -0.390
H 18.744 -13.036 -21.255
H 31.772 -15.472 -6.673
H 32.305 -18.496 -11.411
H 32.983 -1.589 -10.870
H 32.282 -5.411 -11.260
H 24.335 -12.518 -7.567
H 21.406 -15.579 -9.297
H 34.107 -4.713 -9.251
H 13.837 -22.140 -9.852
H 17.611 -13.660 -3.812
H 9.799 -22.025 -13.392
H 9.173 -22.473 -11.849
H 11.726 -20.378 -6.387
H 22.636 -17.609 -1.802
H 19.156 -6.063 -16.075
H 19.298 -13.855 -18.410
H 27.130 -13.309 -19.046
H 18.164 -11.982 -3.642
H 26.957 -6.391 -0.470
H 17.168 -13.696 -1.403
H 27.862 -14.390 -17.926
H 19.691 -12.154 -20.089
H 24.139 -11.730 -8.993
H 26.993 -12.809 -15.929
H 33.119 -16.712 -5.276
H 15.450 -7.308 -5.883
H 24.008 -14.948 -9.390
H 12.086 -20.524 -10.160
H 30.036 -4.434 -9.646
H 12.005 -21.248 -13.485
H 16.279 -5.764 -4.344
H 17.078 -5.346 -7.506
H 11.493 -19.739 -12.820
H 23.756 -20.128 -2.709
H 30.527 -7.317 -2.137
H 31.297 -1.813 -10.341
H 13.614 -19.704 -8.000
H 19.800 -6.796 -13.832
H 31.956 -20.642 -11.289
H 30.367 -22.638 -13.891
H 19.944 -10.391 -0.503
H 18.854 -13.220 -2.586
H 29.048 -8.081 -1.751
H 34.148 -3.230 -8.952
H 31.062 -13.269 -5.726
H 24.785 -19.967 -5.815
H 33.668 -13.801 -6.154
H 19.916 -15.106 -20.759
H 9.065 -20.767 -12.330
H 21.987 -7.289 -15.370
H 19.159 -10.760 0.950
H 19.853 -7.510 -16.813
H 15.977 -11.383 -2.636
H 31.216 -15.519 -4.973
H 23.507 -21.065 -6.623
H 17.014 -12.685 -20.335
H 26.879 -6.910 -2.138
H 27.994 -11.829 -16.945
H 22.185 -13.817 -11.504
H 22.656 -15.925 -12.597
H 28.475 -4.138 -1.395
H 13.896 -20.245 -12.386
H 31.356 -17.240 -12.411
H 12.978 -21.259 -5.501
H 15.214 -5.694 -5.868
H 32.430 -18.286 -13.141
H 29.578 -18.358 -10.909
H 22.821 -11.547 -7.888
H 28.928 -5.570 -2.884
H 20.696 -11.570 0.627
H 24.860 -4.062 -2.043
H 17.006 -11.303 -0.217
H 29.011 -4.996 -0.135
H 32.381 -13.333 -4.548
H 11.688 -22.167 -6.170
H 20.662 -14.205 -10.108
H 15.428 -12.869 -2.877
H 23.844 -18.060 -4.506
H 28.632 -19.001 -12.137
H 15.051 -20.806 -7.724
H 29.944 -7.350 -0.560
H 23.204 -18.589 -0.844
H 18.223 -8.470 -16.464
H 28.866 -4.090 -10.985
H 18.338 -14.877 -19.455
H 32.051 -22.480 -14.680
H 20.535 -8.266 -14.288
H 24.118 -13.578 -10.369
H 13.418 -21.829 -11.907
H 32.788 -1.557 -9.224
H 31.991 -3.925 -9.131
H 21.327 -20.615 -3.214
H 30.217 -19.222 -13.462
H 31.629 -23.061 -13.097
H 32.733 -4.114 -12.130
H 15.027 -20.902 -9.989
H 20.926 -19.201 -2.175
```

Its molecular weight is 978.359 g mol⁻¹. The SMILES is COC[C@H](C)N.COC[C@H](C)N.COC[C@H](C)N.COC[C@H](C)N.COC[C@H](C)N.COC[C@H](C)N.COCCNCCOC.OCCO.OCCO.OCCO.OCCO.OCCO. For the HOMO energy, the calculation gives -0.3248 Eh. The HOMO-LUMO gap comes out at 9.10 eV.

Mulliken population analysis, charges in e, atoms 1 to 8:
1. O -0.4916
2. O -0.3031
3. O -0.3697
4. O -0.5160
5. O -0.5128
6. O -0.2860
7. O -0.5004
8. O -0.3383

***

Which of them is least stable? Easy: entry b.